Entry 1:
{
  "formula": "C22H39N2O4",
  "method": "the ωB97M-V functional and the def2-TZVPD basis",
  "symbols": ["O", "O", "O", "O", "N", "N", "C", "C", "C", "C", "C", "C", "C", "C", "C", "C", "C", "C", "C", "C", "C", "C", "C", "C", "C", "C", "C", "C", "H", "H", "H", "H", "H", "H", "H", "H", "H", "H", "H", "H", "H", "H", "H", "H", "H", "H", "H", "H", "H", "H", "H", "H", "H", "H", "H", "H", "H", "H", "H", "H", "H", "H", "H", "H", "H", "H", "H"],
  "coordinates": [[5.032, -3.606, -1.220], [3.820, -1.174, 1.818], [-1.325, -0.612, -5.025], [-3.320, 0.378, -5.236], [-2.369, 0.258, 0.012], [-5.881, 2.914, 1.617], [-2.324, 0.264, 1.496], [-3.553, 0.953, 2.205], [-6.027, 1.574, 2.236], [3.282, -1.454, 0.496], [-2.443, 1.365, -0.807], [2.089, -0.439, 0.253], [-2.442, 1.281, -2.288], [-2.330, -0.042, -2.926], [-4.972, 0.509, 1.669], [1.477, 2.871, 0.441], [2.389, 0.703, -0.816], [-2.514, 2.815, -0.207], [-2.271, -1.215, -2.023], [2.716, 2.114, -0.192], [-1.153, 3.128, 0.566], [6.105, -5.241, 0.128], [4.922, -0.245, 1.717], [3.881, -5.680, -1.092], [-2.284, -1.003, -0.598], [0.066, 2.308, -0.040], [-2.278, -0.132, -4.485], [5.009, -4.732, -0.772], [5.692, -5.515, 1.100], [0.086, 2.329, -1.165], [-5.609, 2.820, 0.639], [-3.582, 1.248, -4.880], [6.592, -6.103, -0.330], [-2.286, -0.803, 1.855], [1.567, 0.730, -1.592], [-2.486, 2.222, -2.896], [3.307, 0.368, -1.390], [3.370, -5.974, -0.173], [3.166, -5.182, -1.747], [1.495, 2.726, 1.560], [6.847, -4.455, 0.272], [-5.226, -0.451, 2.213], [-2.560, 3.548, -1.066], [-5.042, 0.395, 0.557], [4.271, -6.562, -1.604], [-3.508, 0.631, 3.289], [-3.421, 2.074, 2.241], [1.475, 3.969, 0.192], [-7.082, 1.239, 2.068], [-1.289, 2.790, 1.628], [2.838, -2.489, 0.587], [-2.207, -1.911, 0.051], [1.175, -1.017, -0.080], [1.828, 0.042, 1.238], [3.515, 1.994, 0.595], [4.931, 0.268, 0.718], [-5.255, 3.525, 2.138], [4.080, -1.439, -0.288], [5.872, -0.850, 1.843], [-3.440, 2.994, 0.396], [3.099, 2.757, -1.038], [4.866, 0.492, 2.560], [-0.967, 4.236, 0.501], [-1.365, 0.734, 1.863], [-2.188, -2.221, -2.502], [0.014, 1.256, 0.371], [-5.875, 1.723, 3.346]],
  "mol_weight_g_mol": 395.6,
  "e_tot_ev": -34607.548,
  "total_charge": 1
}


Entry 2:
{
  "formula": "C8H14N2O6",
  "method": "the ωB97M-V functional and the def2-TZVPD basis",
  "symbols": ["O", "O", "O", "O", "O", "O", "N", "N", "C", "C", "C", "C", "C", "C", "C", "C", "H", "H", "H", "H", "H", "H", "H", "H", "H", "H", "H", "H", "H", "H"],
  "coordinates": [[-3.750, -0.013, 2.480], [-4.869, 0.875, 0.812], [-0.684, 1.714, -1.531], [2.308, -2.248, -0.161], [3.796, 0.519, -1.370], [1.268, -2.278, -2.142], [-1.682, -1.024, 0.568], [0.324, -0.103, -0.628], [-2.500, 1.176, 0.686], [-1.973, 0.058, -0.302], [1.664, -0.104, -1.245], [-3.816, 0.688, 1.290], [1.825, -1.649, -1.079], [2.948, 0.744, 0.991], [-0.739, 0.643, -0.851], [2.702, 0.828, -0.517], [2.552, 1.841, -0.893], [1.684, 0.196, -2.235], [2.927, -0.276, 1.411], [3.892, 1.260, 1.066], [-1.783, 1.425, 1.470], [-1.107, -0.953, 1.436], [-2.821, -0.265, -1.058], [4.069, -0.382, -1.178], [2.179, 1.368, 1.516], [-2.524, -1.436, 0.811], [-2.481, 2.065, -0.032], [-0.110, -1.026, -0.215], [1.335, -3.322, -1.915], [-4.636, -0.323, 2.816]],
  "mol_weight_g_mol": 234.2,
  "e_tot_ev": -23787.051
}


Entry 3:
{
  "formula": "C4H14O5Rb",
  "method": "the ωB97M-V functional and the def2-TZVPD basis",
  "symbols": ["Rb", "O", "O", "O", "O", "O", "C", "C", "C", "C", "H", "H", "H", "H", "H", "H", "H", "H", "H", "H", "H", "H", "H", "H"],
  "coordinates": [[1.714, 27.005, -1.124], [1.288, 29.838, -0.798], [0.185, 28.242, -3.553], [0.907, 32.704, 0.248], [1.795, 24.144, -0.326], [1.092, 22.682, 1.866], [0.233, 30.785, -1.130], [2.781, 23.477, 0.473], [-0.092, 31.736, -0.017], [2.215, 22.240, 1.098], [2.964, 21.774, 1.746], [0.934, 23.894, 0.033], [3.625, 23.235, -0.171], [0.448, 31.280, -2.075], [-0.970, 32.289, -0.362], [1.087, 28.562, -3.455], [3.124, 24.150, 1.265], [-0.646, 30.149, -1.266], [2.074, 30.339, -0.562], [-0.375, 31.199, 0.892], [0.548, 21.916, 2.074], [1.896, 21.516, 0.344], [1.682, 32.270, 0.615], [-0.016, 28.381, -4.484]],
  "mol_weight_g_mol": 227.6,
  "e_tot_ev": -15262.345,
  "total_charge": 1
}


> Number 2 is which compound?

C8H14N2O6